Molecular formula: C20H43Br14N2O4S2
Method: DFT, ωB97M-V/def2-TZVPD

```
! wB97M-V def2-TZVPD RIJCOSX def2/J DEFGRID3
* xyz -1 1
C 0.1369 5.2751 -0.1472
C -0.7152 4.0067 0.0324
C -1.1941 3.6953 1.4737
C -1.2579 4.9435 2.3796
S -0.0979 2.5190 2.2522
O 1.2101 3.1762 2.3541
O -0.6787 2.1789 3.5537
N -0.1690 1.3336 1.1748
S 0.5114 -0.1006 1.4450
O 0.7864 -0.6820 0.1261
O -0.2572 -0.9728 2.3313
C 2.0946 0.1436 2.1988
C 3.0874 0.8190 1.2331
N 4.1278 1.5066 2.0209
H 0.3932 5.3999 -1.2139
H -0.3809 6.1956 0.1659
H 1.0761 5.1835 0.4222
H -0.0840 3.1674 -0.3054
H -1.5636 4.0173 -0.6602
H -2.1928 3.2463 1.4388
H -1.8746 5.7236 1.9065
H -0.2521 5.3639 2.5404
H -1.6598 4.6869 3.3714
H 2.0158 0.7512 3.1127
H 2.4730 -0.8478 2.4988
H 2.5336 1.5117 0.5744
H 3.5477 0.0622 0.5768
H 3.7325 2.3807 2.3725
H 4.9345 1.7085 1.4353
Br -0.3704 -1.2761 7.2780
C -0.7454 -1.2482 5.3575
C -1.3500 0.0450 4.9041
Br -3.2329 0.2046 5.4036
H -1.3870 -2.1021 5.1610
H 0.2161 -1.3868 4.8684
H -1.3280 0.0985 3.8203
H -0.8521 0.9193 5.3091
Br 1.1919 0.7062 -3.2899
C -0.4236 -0.1433 -2.6132
C -1.6629 0.4874 -3.1942
Br -2.0155 2.1993 -2.3532
H -0.3794 -0.0740 -1.5276
H -0.3438 -1.1831 -2.9115
H -2.5389 -0.1250 -2.9900
H -1.5880 0.6649 -4.2623
Br 0.1827 -3.1742 -1.3417
C -0.8328 -3.9476 -2.8053
C -1.2925 -5.3459 -2.4847
Br 0.1637 -6.6339 -2.6166
H -0.2054 -3.9136 -3.6922
H -1.6931 -3.2927 -2.9424
H -2.0435 -5.6901 -3.1925
H -1.6767 -5.4151 -1.4731
Br 2.8512 -2.1929 -7.1988
C 1.2578 -3.1024 -6.5609
C 0.0083 -2.5605 -7.2066
Br -0.4883 -0.8365 -6.4611
H 1.2486 -2.9925 -5.4797
H 1.3957 -4.1502 -6.8219
H -0.8367 -3.2187 -7.0119
H 0.1242 -2.4235 -8.2778
Br -4.0106 1.6641 1.8626
C -5.3646 1.3391 0.5144
C -5.5898 -0.1337 0.3099
Br -4.1619 -0.9765 -0.7019
H -5.0455 1.8532 -0.3888
H -6.2782 1.7967 0.8912
H -6.4955 -0.3001 -0.2710
H -5.6556 -0.6732 1.2505
Br -3.6901 -5.1963 0.5798
C -2.2125 -5.9736 1.5781
C -2.2389 -7.4780 1.5517
Br -3.6062 -8.2100 2.7270
H -2.2711 -5.5672 2.5833
H -1.3095 -5.6051 1.0923
H -1.2953 -7.8763 1.9189
H -2.4398 -7.8706 0.5591
Br 5.9973 2.7405 -0.7130
C 6.7709 4.4289 -0.1502
C 8.2665 4.3427 0.0049
Br 8.7772 3.3983 1.6253
H 6.2719 4.7082 0.7735
H 6.5143 5.1409 -0.9325
H 8.6944 5.3389 0.1006
H 8.7363 3.8199 -0.8230
*
```

=====

Molecular formula: C3H3BrN2O
Method: DFT, ωB97M-V/def2-TZVPD

SMILES string: N#C[C@H](Br)C(N)=O

```
! wB97M-V def2-TZVPD RIJCOSX def2/J DEFGRID3
* xyz 0 1
C 0.9672 1.5572 -0.1776
C -0.8867 -0.1966 0.3644
C 0.8763 0.3526 0.5682
N 0.9989 2.4822 -0.8529
N -1.0753 -1.0815 -0.5867
O -1.6401 0.3161 1.1262
Br 2.0502 -1.0009 -0.2052
H 1.0612 0.4407 1.6287
H -0.3313 -1.4576 -1.1524
H -2.0204 -1.4122 -0.7125
*
```

=====

Molecular formula: C25H70N6O7
Method: DFT, ωB97M-V/def2-TZVPD

```
! wB97M-V def2-TZVPD RIJCOSX def2/J DEFGRID3
* xyz 0 1
C 20.5476 18.3640 -3.6271
O 19.9486 18.3121 -4.9420
H 21.3310 19.1201 -3.5749
H 19.7245 18.5407 -2.9347
H 20.7706 17.3175 -3.4194
H 20.6161 18.0511 -5.5807
C 17.2713 21.6424 -4.9318
C 18.2881 20.7697 -4.3276
C 17.9765 20.2867 -2.8666
O 18.0662 21.3623 -1.8775
C 17.5808 20.8705 -0.6262
N 18.3775 19.5912 -5.1716
H 16.2883 21.1843 -5.0417
H 17.6905 21.9181 -5.8994
H 17.1584 22.5888 -4.4029
H 19.2776 21.2116 -4.4444
H 18.6917 19.5285 -2.5477
H 16.9778 19.8625 -2.7631
H 16.5065 20.6911 -0.6681
H 17.6652 21.6166 0.1640
H 18.0695 20.0318 -0.1303
H 17.6028 18.9981 -4.9107
H 19.1188 19.0069 -4.8122
C 25.9220 19.3385 0.3203
C 25.6888 19.3329 -1.1951
C 24.4426 20.1363 -1.5637
O 24.0647 19.8404 -2.8791
C 22.8400 20.4107 -3.3389
N 26.9269 19.8415 -1.7358
H 26.4514 20.1562 0.8093
H 26.4693 18.4612 0.6650
H 24.9739 19.2717 0.8540
H 25.5341 18.2888 -1.4671
H 24.5401 21.2016 -1.3544
H 23.6011 19.8085 -0.9534
H 22.7981 21.4489 -3.0094
H 21.9593 19.8981 -2.9518
H 22.8607 20.2977 -4.4228
H 27.0562 20.8228 -1.5348
H 26.9215 19.8099 -2.7452
C 20.7251 17.4167 -1.2399
C 20.4398 16.5248 -0.0131
C 19.2966 15.5514 -0.2827
O 18.8148 14.9809 0.9212
C 17.6125 14.2321 0.8361
N 21.6736 15.8258 0.4064
H 19.8680 18.0743 -1.3851
H 20.8560 16.7501 -2.0923
H 21.6485 17.9907 -1.1625
H 20.1260 17.2942 0.6924
H 19.6396 14.8422 -1.0359
H 18.4491 16.0948 -0.7004
H 17.3984 13.8745 1.8433
H 17.8134 13.3074 0.2951
H 16.8288 14.6975 0.2384
H 21.4715 15.0875 1.0653
H 22.1380 15.3073 -0.3255
C 23.4072 18.3402 -5.8223
C 22.2606 17.5163 -6.5711
C 21.7869 16.2584 -5.7886
O 22.7205 15.1975 -5.6908
C 23.3153 14.7182 -6.9335
N 21.1469 18.4713 -6.7085
H 23.9135 19.1424 -6.3592
H 24.1041 17.6696 -5.3195
H 22.9387 18.7651 -4.9346
H 22.5579 17.2528 -7.5862
H 20.9588 15.8039 -6.3325
H 21.3530 16.4671 -4.8107
H 22.5345 14.4859 -7.6577
H 23.7874 13.7737 -6.6633
H 24.0186 15.4175 -7.3857
H 20.6102 18.5235 -7.5626
H 21.4237 19.4176 -6.4896
C 21.9657 21.9045 -8.0739
C 22.9577 22.1964 -6.9306
C 23.2674 20.9909 -6.0115
O 22.1528 20.1725 -5.7383
C 21.2044 20.8703 -4.9508
N 24.1498 22.5837 -7.6127
H 21.7302 22.8307 -8.5980
H 21.0101 21.5614 -7.6774
H 22.2305 21.1085 -8.7699
H 22.5698 23.0338 -6.3506
H 23.7111 21.2466 -5.0492
H 23.9876 20.3719 -6.5464
H 21.6988 21.5054 -4.2158
H 20.5788 20.1085 -4.4856
H 20.5494 21.4982 -5.5547
H 24.3869 21.7391 -8.1133
H 23.7541 23.1722 -8.3318
C 19.6535 20.3143 -7.0933
C 18.4362 19.5920 -7.7848
C 18.6439 18.0884 -7.8345
O 19.7271 17.7165 -8.6384
C 20.0714 16.3412 -8.4402
N 17.2640 19.9386 -7.1109
H 19.9367 19.9613 -6.1017
H 19.4707 21.3882 -7.0577
H 20.4960 20.2524 -7.7821
H 18.3794 19.8800 -8.8346
H 17.7054 17.6817 -8.2113
H 18.7499 17.6684 -6.8343
H 19.3934 15.4997 -8.5821
H 20.5169 16.2601 -7.4487
H 20.8733 16.1580 -9.1555
H 17.1822 20.9434 -7.0486
H 17.2418 19.5101 -6.1966
*
```

=====

Molecular formula: C47H39CsF6N10O5S3
Method: DFT, ωB97M-V/def2-TZVPD

```
! wB97M-V def2-TZVPD RIJCOSX def2/J DEFGRID3
* xyz -2 1
Cs -0.3704 -0.0828 0.5116
C 3.2108 1.9926 -3.3890
C 2.6639 2.1876 -2.1735
N 2.9751 1.3477 -1.0831
C 3.8313 0.2634 -1.4112
C 4.3109 0.1704 -2.7038
N 4.0663 0.9879 -3.7169
C 4.1542 -0.7934 -0.4377
C 5.4312 -1.3646 -0.4418
C 5.7017 -2.4383 0.3881
C 4.6942 -2.8777 1.2383
C 3.4713 -2.2170 1.2390
N 3.2067 -1.2140 0.4032
C 2.3813 -2.5770 2.1959
C 2.5836 -3.3292 3.3436
N 1.6007 -3.5854 4.2085
C 0.4117 -3.0617 3.9357
C 0.1983 -2.2936 2.7919
N 1.1776 -2.0753 1.9325
C 7.0330 -3.0822 0.3878
C 7.5719 -3.6487 1.5368
C 8.8250 -4.2368 1.4854
N 9.5730 -4.3021 0.3845
C 9.0525 -3.7579 -0.7146
C 7.8096 -3.1478 -0.7629
H 2.9320 2.6744 -4.1849
H 1.9450 2.9623 -1.9578
H 4.9421 -0.6857 -2.9246
H 6.2067 -0.9375 -1.0641
H 4.8547 -3.7335 1.8805
H 3.5589 -3.7275 3.6003
H -0.3984 -3.2404 4.6312
H -0.7745 -1.8561 2.5850
H 7.0356 -3.6109 2.4769
H 9.2540 -4.6752 2.3798
H 9.6625 -3.8165 -1.6095
H 7.4439 -2.7480 -1.7004
N -2.9076 -0.0433 -1.3971
C -3.3213 -1.1799 -2.0464
C -4.4430 -1.2019 -2.8527
C -4.8676 -2.3781 -3.4916
C -4.1923 -3.5575 -3.3388
C -3.0173 -3.5748 -2.5526
C -2.2442 -4.7421 -2.3575
C -1.0923 -4.6876 -1.6290
C -0.6897 -3.4440 -1.0986
N -1.3834 -2.3476 -1.2452
C -2.5505 -2.3886 -1.9363
H -3.5860 0.7060 -1.3833
H -2.5258 -0.1851 -0.4647
H -5.0330 -0.2979 -2.9480
H -5.7680 -2.3460 -4.0938
H -4.5373 -4.4730 -3.8042
H -2.5845 -5.6740 -2.7960
H -0.4873 -5.5694 -1.4607
H 0.2423 -3.3565 -0.5442
F 0.6111 4.1152 4.3460
C -0.1916 3.9766 3.2638
F 0.5965 4.2098 2.1905
F -1.0801 4.9745 3.3152
S -1.0349 2.2741 3.1989
O -0.2464 1.6619 2.1159
O -0.7088 1.7716 4.5188
N -2.4992 2.4764 2.9627
S -3.4629 -0.8796 2.5842
O -2.4410 -0.8054 1.4785
O -3.1315 -1.9969 3.4966
C -4.8422 -1.6862 1.5686
F -5.1815 -0.9341 0.5034
F -5.9622 -1.8410 2.3067
F -4.5014 -2.9042 1.1064
S -2.3655 5.8136 -0.5943
C -1.1858 4.5210 -0.6778
N -1.4991 3.4806 0.0256
C -2.6883 3.6281 0.6866
C -3.2019 2.5882 1.6508
C -4.6582 2.8783 1.9344
C -5.2484 4.0721 1.6689
C -4.6198 5.1441 0.9689
C -3.3562 4.8451 0.4682
H -0.2690 4.6338 -1.2411
H -3.1247 1.6114 1.1511
H -5.1989 2.1148 2.4836
H -6.2770 4.2114 1.9968
H -5.1263 6.0771 0.7637
C -0.8327 3.5796 -8.6062
C -0.6295 2.8051 -7.3309
C -1.2859 3.1643 -6.1642
C -1.1149 2.4621 -4.9739
C -1.8731 2.8962 -3.7469
C -0.2534 1.3565 -4.9742
C -0.0336 0.6181 -3.7088
O -0.2074 1.1175 -2.6265
C 0.3965 0.9511 -6.1534
C 1.3154 -0.2476 -6.1936
C 0.2075 1.6943 -7.3092
H -1.3941 4.4956 -8.4242
H -1.3849 2.9856 -9.3381
H 0.1240 3.8483 -9.0578
H -1.9562 4.0177 -6.1716
H -2.6828 3.5703 -4.0245
H -1.2311 3.4088 -3.0253
H -2.2832 2.0434 -3.2043
H 0.2438 -0.4498 -3.7938
H 2.1675 -0.1233 -5.5258
H 1.7043 -0.3824 -7.2031
H 0.7935 -1.1644 -5.9113
H 0.7229 1.3977 -8.2178
C 2.5070 1.6136 0.0984
H 1.8369 2.4530 0.2300
H 2.7535 0.9737 0.9239
*
```

=====

Molecular formula: CH4NO2S
Method: DFT, ωB97M-V/def2-TZVPD

```
! wB97M-V def2-TZVPD RIJCOSX def2/J DEFGRID3
* xyz -1 1
C 1.8844 -0.3664 -0.1835
N 1.5905 0.8278 -0.0513
O -3.3848 -0.0343 -0.0792
O -1.0456 0.5879 -0.7415
S -1.9155 -0.2375 0.1542
H 2.8525 -0.8432 -0.2265
H 1.0703 -1.1726 -0.1846
H -1.5360 0.2682 1.5654
H 0.4841 0.9701 -0.2530
*
```

=====

Molecular formula: C23H35N3O3
Method: DFT, ωB97M-V/def2-TZVPD

SMILES string: CC1(C)C[C@@H](C(=O)N2CCCCC(C)(C)C2)CN(C(=O)c2ncoc2C2CC2)C1

```
! wB97M-V def2-TZVPD RIJCOSX def2/J DEFGRID3
* xyz 0 1
C 3.0381 -0.2607 3.0717
C 2.2505 -0.2280 1.7647
C 2.6572 -1.4213 0.8989
C 0.7488 -0.2603 2.0795
C -0.1092 -0.0191 0.8404
C -1.5841 0.0636 1.2085
O -1.9285 0.5357 2.2821
N -2.4837 -0.3703 0.2833
C -2.1331 -0.9093 -1.0261
C -1.8835 -2.4198 -1.0435
C -2.7521 -3.2045 -0.0577
C -4.2180 -2.7624 0.0242
C -4.5448 -1.6184 1.0054
C -6.0608 -1.4129 1.0069
C -4.0938 -1.9732 2.4238
C -3.9077 -0.2884 0.5793
C 0.3003 1.3020 0.1829
N 1.7220 1.2865 -0.1199
C 2.1289 1.5296 -1.3891
O 1.3412 1.7931 -2.2927
C 3.5872 1.4842 -1.6908
N 4.4234 0.4302 -1.3219
C 5.5504 0.7146 -1.8609
O 5.5591 1.8688 -2.5581
C 4.2864 2.3610 -2.4563
C 4.0527 3.6301 -3.1537
C 2.9244 3.7937 -4.1502
C 2.8776 4.5190 -2.8451
C 2.5723 1.0901 1.0450
H 2.7729 0.5828 3.7131
H 2.8270 -1.1797 3.6219
H 4.1133 -0.2226 2.8810
H 2.1996 -1.3883 -0.0906
H 3.7364 -1.4355 0.7447
H 2.3605 -2.3543 1.3843
H 0.4900 -1.2205 2.5360
H 0.5066 0.5105 2.8158
H 0.0564 -0.8240 0.1244
H -2.9755 -0.6770 -1.6791
H -1.2794 -0.3758 -1.4437
H -2.0638 -2.7717 -2.0631
H -0.8320 -2.6310 -0.8305
H -2.7139 -4.2578 -0.3438
H -2.3052 -3.1546 0.9366
H -4.5803 -2.4923 -0.9756
H -4.8212 -3.6203 0.3359
H -6.3407 -0.5736 1.6472
H -6.4324 -1.2099 -0.0006
H -6.5692 -2.3038 1.3808
H -4.4743 -1.2375 3.1342
H -4.4713 -2.9579 2.7112
H -3.0094 -1.9760 2.5265
H -4.0424 0.4474 1.3709
H -4.4108 0.0806 -0.3202
H -0.2406 1.4912 -0.7403
H 0.0899 2.1206 0.8810
H 6.4705 0.1562 -1.8245
H 4.9785 4.1326 -3.4005
H 3.1432 4.3479 -5.0518
H 2.2546 2.9525 -4.2503
H 2.1584 4.1725 -2.1185
H 3.0732 5.5820 -2.8321
H 2.3928 1.9218 1.7385
H 3.6171 1.1125 0.7507
*
```

=====

Molecular formula: C5H8O2
Method: DFT, ωB97M-V/def2-TZVPD

SMILES string: O=C1CC(CO)C1

```
! wB97M-V def2-TZVPD RIJCOSX def2/J DEFGRID3
* xyz 0 1
O 2.3644 -1.0675 0.3255
C 1.1774 -0.6363 0.9577
C 0.2658 0.1870 0.0396
C -0.4158 1.4501 0.6342
C -1.6995 1.0123 -0.0637
O -2.7219 1.5711 -0.3540
C -1.1304 -0.3751 -0.3558
H 2.1277 -1.7013 -0.3606
H 0.6276 -1.4922 1.3791
H 1.5054 -0.0235 1.8021
H 0.8438 0.4559 -0.8511
H -0.5276 1.3932 1.7247
H -0.0148 2.4319 0.3673
H -1.5082 -1.1084 0.3690
H -1.2824 -0.7624 -1.3669
*
```

=====

Molecular formula: C6H10N3
Method: DFT, ωB97M-V/def2-TZVPD

```
! wB97M-V def2-TZVPD RIJCOSX def2/J DEFGRID3
* xyz 1 1
C -1.5445 0.1631 0.5403
C -0.6244 1.1065 1.0045
C 1.1383 0.0039 -0.0758
C 0.2936 -1.0028 -0.5919
C -1.0384 -0.8200 -0.2314
C 1.5811 2.0260 1.1479
N 0.6657 1.0018 0.6803
N 0.6787 -2.0278 -1.3430
N -2.3394 -2.5870 -1.2452
H -2.5860 0.2445 0.8004
H -0.9318 1.9381 1.6154
H 2.1960 -0.0061 -0.2918
H 2.5931 1.6342 1.2175
H 1.5801 2.8711 0.4562
H 1.2721 2.3861 2.1265
H 1.6382 -2.1910 -1.5919
H -0.0462 -2.6904 -1.5873
H -2.7095 -2.0016 -1.9955
H -3.0437 -2.6434 -0.5122
*
```

=====

Record order is preserved below.
Electronic energy: -1034876.0210 -78229.0120 -50309.9823 -123868.1977 -17521.4321 -35032.8418 -9408.5165 -10844.6496 eV
Record order is preserved below.
Energy above the lowest of the compared OMol25 structures with the same formula, charge and spin: 0.00 15.77 477.04 42.76 82.91 22.00 30.34 83.32 kcal per mole
Record order is preserved below.
Frontier orbital gap: 7.83 10.25 7.50 2.52 7.38 9.58 10.42 8.16 eV